<a>
Molecular formula: C5H15NO2
Method: DFT, ωB97M-V with the def2-TZVPD basis set

Geometry (Å):
C (-1.393, -2.902, 0.751)
C (-1.828, -1.563, 1.313)
C (-0.754, -0.485, 1.491)
C (-0.743, 0.723, 0.576)
C (-1.385, 0.813, -0.583)
N (-1.348, 1.859, -1.507)
H (-1.175, -3.754, 1.409)
H (-0.430, -2.770, 0.243)
H (-2.166, -3.271, 0.082)
H (-2.551, -1.143, 0.613)
H (-2.431, -1.652, 2.227)
H (-0.664, -0.149, 2.525)
H (0.247, -0.938, 1.321)
H (-0.042, 1.525, 0.786)
H (-2.108, 0.034, -0.805)
H (-2.256, 2.103, -1.858)
H (-0.568, 2.491, -1.485)
H (5.411, -2.621, 0.423)
H (4.046, -2.653, 1.073)
O (4.879, -3.153, 1.039)
H (0.409, 4.193, -2.480)
H (1.876, 4.631, -1.933)
O (1.257, 4.615, -2.677)

As for the lowest unoccupied orbital energy (alpha / beta): 3.181 / 3.341 eV. The spin multiplicity is 2. The total charge is -1.

***

<b>
Molecular formula: C5H15NO2
Method: DFT, ωB97M-V with the def2-TZVPD basis set

Geometry (Å):
C (1.107, -0.774, 1.622)
N (1.734, -0.706, 0.265)
C (0.846, 0.027, -0.749)
C (-0.658, 0.083, -0.734)
C (-1.234, -1.357, -0.786)
O (-1.363, 0.827, 0.302)
C (1.283, 1.544, -0.985)
H (1.195, 0.257, 2.275)
H (0.139, -1.215, 1.737)
H (1.831, -1.433, 2.191)
H (-0.318, -3.258, 2.586)
H (0.968, -0.462, -1.841)
H (-0.943, 0.502, -1.692)
H (-1.400, -1.613, -1.808)
H (-0.473, -2.038, -0.271)
H (-2.221, -1.326, -0.428)
H (-1.460, 1.813, -0.164)
H (1.466, 1.643, -2.082)
H (2.373, 1.643, -0.523)
H (0.612, 2.309, -0.781)
H (-1.975, 3.823, -0.651)
H (-0.125, -3.383, 3.316)
O (-1.384, 3.096, -0.796)

As for the lowest unoccupied orbital energy (alpha / beta): 4.088 / 3.148 eV. The spin multiplicity is 2. The total charge is -1.

***

Energy ordering: <a> at the bottom, the next structure 41.1 kcal/mol above.

***

<a>
Molecular formula: C3H6N2O3
Method: DFT, ωB97M-V with the def2-TZVPD basis set

Geometry (Å):
C (-1.627, -0.215, -0.127)
C (0.722, -0.041, 0.273)
C (2.070, -0.791, 0.143)
H (-2.629, 1.493, -0.042)
H (-0.970, 1.787, 0.070)
H (-3.544, -0.695, -0.277)
H (2.376, -1.089, 1.229)
H (1.848, -1.756, -0.292)
H (2.633, 0.907, -0.446)
N (-1.711, 1.197, -0.265)
N (-2.519, -1.117, -0.163)
O (-0.387, -0.757, 0.156)
O (0.844, 1.114, 0.375)
O (2.892, -0.036, -0.633)

As for the lowest unoccupied orbital energy: 0.674 eV. The total charge is 0.

***

<b>
Molecular formula: C3H6N2O3
Method: DFT, ωB97M-V with the def2-TZVPD basis set

Geometry (Å):
C (-0.896, 1.215, -0.504)
C (-1.256, -0.160, -0.029)
C (0.885, 0.067, 0.154)
N (1.724, -0.478, 1.098)
O (-1.755, -1.064, -0.904)
O (1.320, -0.149, -1.124)
N (0.240, 1.224, 0.476)
O (-1.585, -0.203, 1.219)
H (-2.073, -1.807, -0.362)
H (2.284, -0.057, -1.145)
H (2.031, -1.416, 0.874)
H (1.298, -0.415, 2.017)
H (-1.644, 1.957, -0.226)
H (-0.572, 1.286, -1.544)

As for the lowest unoccupied orbital energy (alpha / beta): -0.392 / -0.393 eV. The total charge is 0.

***

<c>
Molecular formula: C3H6N2O3
Method: DFT, ωB97M-V with the def2-TZVPD basis set

Geometry (Å):
C (-1.635, 0.195, 0.013)
C (-0.214, 0.689, 0.109)
C (2.090, -0.537, -0.150)
H (-1.188, -1.560, -0.503)
H (-2.257, 0.624, 0.759)
H (-1.984, 0.326, -1.005)
H (-0.322, 2.008, -1.248)
H (0.158, -0.845, 1.383)
H (3.104, -0.422, -0.544)
N (0.340, 1.609, -0.549)
N (0.455, 0.146, 1.237)
O (-1.603, -1.230, 0.306)
O (1.780, 0.270, 0.896)
O (1.275, -1.272, -0.703)

As for the lowest unoccupied orbital energy: 0.802 eV. The total charge is 0.

***

<d>
Molecular formula: C3H6N2O3
Method: DFT, ωB97M-V with the def2-TZVPD basis set

Geometry (Å):
C (-0.585, -1.433, 1.522)
C (0.508, 1.216, 0.444)
C (0.176, 1.266, -1.838)
H (-1.891, -2.373, 0.545)
H (-0.137, -1.071, 2.463)
H (-0.262, -1.020, -0.419)
H (0.960, 1.854, 1.219)
H (-0.564, 1.133, 0.644)
H (0.484, 1.883, -2.688)
N (-1.661, -2.130, 1.514)
N (0.249, -1.148, 0.440)
O (1.095, -0.056, 0.657)
O (0.804, 1.763, -0.793)
O (-0.562, 0.323, -1.890)

As for the lowest unoccupied orbital energy: 0.678 eV. The total charge is 0.

***

Energy ordering: <a> at the bottom, the next structure 34.4 kcal/mol above.

***

<a>
Molecular formula: C3H6N2O3
Method: DFT, ωB97M-V with the def2-TZVPD basis set

Geometry (Å):
C (2.723, -0.350, -0.059)
C (0.422, -0.052, -0.004)
C (-2.974, -0.719, -0.040)
H (2.701, 0.735, -0.753)
H (3.127, -0.379, 1.198)
H (3.359, -1.157, -0.654)
H (-3.151, -0.964, 1.086)
H (-3.826, -0.518, -0.679)
H (-0.519, 2.697, 0.416)
N (-1.940, -0.381, -0.550)
N (0.486, 1.196, -0.208)
O (1.295, -1.025, -0.156)
O (-0.870, -0.675, 0.361)
O (-0.831, 1.592, 0.043)

As for the lowest unoccupied orbital energy: 0.731 eV. The total charge is 0.

***

<b>
Molecular formula: C3H6N2O3
Method: DFT, ωB97M-V with the def2-TZVPD basis set

Geometry (Å):
C (-0.505, 0.603, 0.269)
C (-0.207, -0.298, -0.826)
C (1.261, -0.632, -0.234)
H (-2.148, 1.183, 1.538)
H (-1.732, -0.855, 1.374)
H (-0.229, 2.252, 1.118)
H (0.038, 0.233, -1.845)
H (-0.278, -2.113, -1.446)
H (2.847, 0.235, 0.018)
N (-1.621, 0.365, 1.207)
N (0.072, 1.743, 0.167)
O (-1.050, -1.367, -1.210)
O (1.935, 0.462, -0.081)
O (1.618, -1.811, -0.050)

As for the lowest unoccupied orbital energy: 0.472 eV. The total charge is 0.

***

Energy ordering: <b> at the bottom, the next structure 107.8 kcal/mol above.

***

<a>
Molecular formula: C2H4ClN
Method: DFT, ωB97M-V with the def2-TZVPD basis set

Geometry (Å):
C (-0.381, 0.546, 0.564)
C (-1.001, -0.578, 0.569)
N (0.148, 1.602, 0.564)
Cl (2.009, -0.383, -1.437)
H (-1.407, -1.080, -0.334)
H (2.118, -1.345, -2.279)
H (-1.184, -1.242, 1.458)
H (-0.303, 2.479, 0.895)

As for the lowest unoccupied orbital energy: 0.905 eV. The total charge is 0.

***

<b>
Molecular formula: C2H4ClN
Method: DFT, ωB97M-V with the def2-TZVPD basis set

Geometry (Å):
C (0.389, 0.341, -0.064)
C (-0.659, -0.653, 0.225)
N (1.335, 0.684, 0.564)
Cl (-0.243, 0.978, -2.350)
H (-0.913, -1.253, -0.630)
H (-1.524, -0.253, 0.647)
H (-0.289, -1.345, 0.927)
H (1.904, 1.501, 0.680)

As for the lowest unoccupied orbital energy: -0.458 eV. The total charge is 0.

***

<c>
Molecular formula: C2H4ClN
Method: DFT, ωB97M-V with the def2-TZVPD basis set

Geometry (Å):
C (0.346, 0.083, 0.452)
C (-0.552, -0.039, -0.776)
N (0.861, -0.852, 1.122)
Cl (-1.906, 1.041, -0.607)
H (0.581, 1.225, 0.434)
H (0.018, 0.384, -1.573)
H (-0.874, -1.130, -0.888)
H (1.526, -0.711, 1.837)

As for the lowest unoccupied orbital energy: 1.027 eV. The total charge is 0.

***

Energy ordering: <c> at the bottom, the next structure 14.4 kcal/mol above.